No. 1
Computed, not measured: a structure of composition C44H43BrCaN5O2P2 in a non-equilibrium geometry, with wB97M-V/def2-TZVPD.

Each line ends with the Löwdin charge.
Cartesian coordinates (Å):
1 Ca -1.43 1.37 -1.01  1.23
2 C 1.84 -0.58 -0.67  -0.33
3 N 1.32 -1.80 -0.10  -0.19
4 C -0.09 -1.94 0.14  -0.32
5 P -0.92 -0.53 1.04  1.03
6 C -2.33 -1.43 1.76  -0.35
7 C -3.07 -2.28 0.94  -0.10
8 C -4.15 -2.98 1.44  -0.07
9 C -4.51 -2.84 2.77  -0.07
10 C -3.78 -2.00 3.60  -0.07
11 C -2.69 -1.30 3.10  -0.08
12 C 0.21 -0.17 2.41  -0.39
13 C 0.25 1.13 2.93  -0.12
14 C 1.09 1.44 3.99  -0.09
15 C 1.93 0.46 4.51  -0.07
16 C 1.91 -0.82 3.99  -0.06
17 C 1.05 -1.14 2.95  -0.07
18 C 2.19 -2.87 0.18  -0.26
19 C 1.74 -4.19 0.05  -0.03
20 C 2.59 -5.25 0.32  -0.08
21 C 3.91 -5.02 0.71  -0.09
22 C 4.35 -3.71 0.83  -0.08
23 C 3.51 -2.64 0.58  -0.04
24 P 0.87 -0.01 -2.17  1.02
25 C 2.14 0.93 -3.09  -0.37
26 C 2.01 1.09 -4.47  -0.09
27 C 2.92 1.85 -5.18  -0.07
28 C 3.98 2.46 -4.52  -0.08
29 C 4.13 2.31 -3.15  -0.08
30 C 3.21 1.55 -2.44  -0.12
31 C 0.68 -1.56 -3.09  -0.39
32 C -0.55 -1.85 -3.67  -0.10
33 C -0.73 -3.04 -4.38  -0.07
34 C 0.31 -3.94 -4.49  -0.07
35 C 1.55 -3.67 -3.90  -0.06
36 C 1.73 -2.48 -3.21  -0.08
37 H 2.87 -0.75 -0.99  0.08
38 H 1.87 0.25 0.05  0.07
39 H -0.27 -2.83 0.74  0.09
40 H -0.66 -2.07 -0.79  0.08
41 H -2.81 -2.39 -0.11  0.10
42 H -4.71 -3.63 0.78  0.11
43 H -5.36 -3.39 3.17  0.11
44 H -4.05 -1.89 4.64  0.11
45 H -2.12 -0.66 3.76  0.10
46 H -0.40 1.90 2.53  0.09
47 H 1.09 2.44 4.41  0.10
48 H 2.60 0.70 5.33  0.11
49 H 2.56 -1.59 4.41  0.11
50 H 1.04 -2.16 2.57  0.11
51 H 0.74 -4.39 -0.31  0.11
52 H 2.23 -6.26 0.21  0.11
53 H 4.57 -5.85 0.92  0.10
54 H 5.37 -3.52 1.14  0.11
55 H 3.86 -1.63 0.72  0.11
56 H 1.20 0.60 -4.99  0.11
57 H 2.81 1.95 -6.25  0.11
58 H 4.70 3.05 -5.08  0.11
59 H 4.96 2.78 -2.64  0.10
60 H 3.35 1.43 -1.37  0.08
61 H -1.38 -1.16 -3.56  0.08
62 H -1.69 -3.25 -4.83  0.11
63 H 0.18 -4.87 -5.03  0.11
64 H 2.36 -4.37 -3.98  0.11
65 H 2.70 -2.28 -2.76  0.11
66 Br -6.93 -3.47 -2.68  0.76
67 C -6.53 -1.99 -1.60  -0.69
68 C -7.44 -1.57 -0.64  -0.11
69 C -7.13 -0.48 0.17  -0.05
70 C -5.93 0.19 0.01  -0.01
71 C -5.03 -0.25 -0.95  -0.16
72 C -5.32 -1.34 -1.77  -0.07
73 C -3.72 0.42 -1.08  -0.61
74 O -2.77 -0.14 -1.76  -0.23
75 O -3.54 1.55 -0.50  -0.17
76 H -8.38 -2.10 -0.52  0.11
77 H -7.84 -0.16 0.92  0.11
78 H -5.68 1.04 0.63  0.12
79 H -4.60 -1.67 -2.50  0.11
80 C 2.63 5.12 2.88  -0.07
81 C 1.70 6.17 2.30  -0.41
82 C 0.32 6.11 2.95  -0.06
83 C 1.60 6.11 0.78  -0.08
84 N 1.08 4.80 0.31  -0.08
85 C 1.67 3.61 0.18  -0.12
86 N 0.78 2.74 -0.25  0.02
87 N -0.37 3.46 -0.38  -0.13
88 N -0.20 4.69 -0.06  0.10
89 H 2.80 5.30 3.94  0.09
90 H 3.61 5.11 2.40  0.09
91 H 2.21 4.11 2.80  0.06
92 H 2.14 7.15 2.49  0.14
93 H -0.19 5.17 2.73  0.07
94 H -0.33 6.92 2.62  0.09
95 H 0.41 6.18 4.04  0.09
96 H 2.56 6.27 0.29  0.13
97 H 0.89 6.84 0.40  0.13
98 H 2.71 3.42 0.40  0.14

Results
**Net charge**: +1
**LUMO**: -2.02 eV

***

No. 2
Computed, not measured: a structure of composition C44H43BrN7O4STi in a non-equilibrium geometry, with wB97M-V/def2-TZVPD.

Each line ends with the Löwdin spin population.
Cartesian coordinates (Å):
1 Ti -0.07 0.31 -0.23  0.13
2 C -2.36 6.69 -1.80  -0.01
3 C -1.52 5.47 -1.51  0.00
4 C -0.30 5.28 -2.11  0.13
5 C 0.53 4.13 -1.91  0.03
6 C 1.79 4.17 -2.54  0.31
7 N 2.70 3.19 -2.83  0.19
8 C 2.34 1.86 -3.33  0.02
9 C 1.77 1.91 -4.76  0.02
10 C 1.09 0.58 -5.22  0.02
11 N 1.07 -0.46 -4.21  0.19
12 C 2.16 -1.24 -4.00  0.32
13 C 2.68 -1.62 -2.76  0.03
14 C 3.84 -2.44 -2.69  0.13
15 C 4.58 -2.62 -1.54  0.00
16 C 5.83 -3.46 -1.53  -0.01
17 C 4.17 -1.95 -0.39  0.15
18 C 2.99 -1.20 -0.38  0.00
19 C 2.66 -0.46 0.81  0.00
20 N 1.62 0.28 1.01  -0.03
21 C 1.64 1.14 2.21  0.00
22 C 0.52 0.80 3.18  0.00
23 C -0.86 1.27 2.71  0.00
24 N -0.84 1.57 1.26  -0.03
25 C -1.44 2.64 0.88  0.00
26 C -1.18 3.39 -0.33  0.00
27 C -1.94 4.53 -0.57  0.15
28 C 0.00 3.11 -1.05  0.07
29 O 0.63 1.97 -0.85  0.00
30 C 2.19 -1.11 -1.52  0.09
31 O 1.01 -0.50 -1.44  0.01
32 H -1.89 7.31 -2.56  0.00
33 H -2.48 7.30 -0.90  0.00
34 H -3.35 6.41 -2.15  0.00
35 H 0.07 6.03 -2.80  0.01
36 H 2.12 5.17 -2.82  0.02
37 H 3.56 3.55 -3.20  0.00
38 H 1.64 1.43 -2.63  0.00
39 H 3.24 1.25 -3.31  0.00
40 H 2.58 2.16 -5.45  0.00
41 H 1.05 2.73 -4.80  0.00
42 H 1.63 0.19 -6.08  0.00
43 H 0.07 0.78 -5.54  0.00
44 H 0.49 -0.29 -3.40  0.00
45 H 2.71 -1.53 -4.90  0.02
46 H 4.17 -2.90 -3.62  0.01
47 H 6.09 -3.80 -2.53  0.00
48 H 5.69 -4.34 -0.90  0.00
49 H 6.67 -2.90 -1.12  0.00
50 H 4.76 -2.02 0.52  0.01
51 H 3.43 -0.46 1.58  0.00
52 H 1.56 2.17 1.87  0.00
53 H 2.60 1.03 2.72  0.00
54 H 0.74 1.25 4.15  0.00
55 H 0.51 -0.28 3.31  0.00
56 H -1.17 2.16 3.24  0.00
57 H -1.58 0.48 2.92  0.00
58 H -2.10 3.14 1.58  0.00
59 H -2.86 4.70 -0.01  0.01
60 O -0.77 -1.63 2.09  0.00
61 S -1.96 -1.86 1.28  0.00
62 O -2.17 -3.17 0.74  0.00
63 N -1.88 -0.69 0.15  0.00
64 C -3.03 -0.42 -0.61  0.00
65 C -4.29 -0.97 -0.48  0.00
66 C -5.38 -0.48 -1.21  0.00
67 C -5.24 0.53 -2.12  0.00
68 C -3.94 1.01 -2.39  0.00
69 C -3.66 1.93 -3.43  0.00
70 C -2.36 2.24 -3.72  0.00
71 C -1.34 1.66 -2.95  0.00
72 N -1.56 0.86 -1.93  0.00
73 C -2.85 0.52 -1.65  0.00
74 C -3.36 -1.55 2.34  0.00
75 C -3.92 -2.66 2.95  0.00
76 C -4.97 -2.49 3.84  0.00
77 C -5.45 -1.21 4.10  0.00
78 C -4.91 -0.11 3.46  0.00
79 C -3.87 -0.27 2.56  0.00
80 H -4.46 -1.80 0.20  0.00
81 H -6.36 -0.92 -1.05  0.00
82 H -6.08 0.92 -2.67  0.00
83 H -4.48 2.35 -4.01  0.00
84 H -2.10 2.89 -4.54  0.00
85 H -0.31 1.88 -3.19  0.00
86 H -3.53 -3.64 2.72  0.00
87 H -5.41 -3.35 4.32  0.00
88 H -6.26 -1.08 4.81  0.00
89 H -5.31 0.88 3.65  0.00
90 H -3.48 0.58 2.01  0.00
91 Br -1.03 -2.69 -2.43  0.00
92 C -0.03 -3.62 -1.09  0.00
93 C 0.07 -4.99 -1.21  0.00
94 C 0.82 -5.66 -0.26  0.00
95 C 1.42 -4.94 0.76  0.00
96 C 1.23 -3.57 0.79  0.00
97 N 0.53 -2.90 -0.14  0.00
98 H -0.43 -5.51 -2.01  0.00
99 H 0.92 -6.74 -0.31  0.00
100 H 2.01 -5.42 1.52  0.00
101 H 1.64 -2.97 1.59  0.00

Results
**2S+1**: 3
**Net charge**: +1
**Energy relative to the best compared isomer or geometry (same formula, charge and spin)**: 0.0 kcal/mol
**LUMO (alpha / beta)**: -3.40 / -3.17 eV

***

Number 1: E_tot -164928.7959 eV. Number 2: E_tot -168936.8397 eV.